# 1
Below is a molecular structure, C17H13CaIN4 in a non-equilibrium geometry, with properties calculated with ωB97M-V/def2-TZVPD.

Element x y z (Å)
Ca: 0.337217 -0.030544 -1.334694
C: -4.993259 -0.408713 -1.572194
C: -3.896496 0.252260 -2.107477
C: -2.688060 0.234713 -1.437977
C: -2.504366 -0.434118 -0.205613
C: -3.625211 -1.096487 0.309691
C: -4.838325 -1.073871 -0.368087
N: -1.208874 -0.343832 0.320728
C: -0.644969 -0.808648 1.443003
C: -1.258927 -1.570051 2.491081
C: -0.552107 -1.995178 3.579796
C: 0.820442 -1.724216 3.758391
C: 1.463324 -0.998325 2.800588
C: 0.767281 -0.539292 1.667626
N: 1.406646 0.186483 0.680483
N: 2.622455 0.493112 0.730313
C: 3.032770 1.238170 -0.446697
C: 4.357529 1.645055 -0.444904
C: 4.831304 2.382366 -1.512893
C: 3.966678 2.696355 -2.551510
C: 2.663067 2.248433 -2.469772
N: 2.182375 1.537208 -1.443625
H: -5.946172 -0.406015 -2.083231
H: -3.975867 0.786664 -3.045084
H: -1.889015 0.822791 -1.894854
H: -3.574937 -1.642590 1.233374
H: -5.681521 -1.597604 0.065780
H: -2.302286 -1.815276 2.431429
H: -1.070156 -2.569982 4.339319
H: 1.346954 -2.086987 4.629422
H: 2.515634 -0.766133 2.892387
H: 4.991308 1.375265 0.387123
H: 5.863394 2.706941 -1.531921
H: 4.291546 3.267098 -3.409250
H: 1.966838 2.470144 -3.270338
I: 1.223783 -2.435197 -2.630414

Atoms 1-6, force components in eV/Å:
Ca -0.5 -0.2 -0.9
C 0.0 0.0 0.0
C 0.0 -0.1 0.0
C -0.1 0.1 0.1
C 0.5 0.0 0.3
C -0.1 0.0 -0.1

The value obtained for the HOMO energy (alpha / beta) is -7.18 / -7.18 eV. The value obtained for the total energy is -50341.8028 eV. The largest force on an atom is 1.0 eV/Å.

=====

# 2
Below is a molecular structure, C2H3BrN2O2S in a non-equilibrium geometry, with properties calculated with ωB97M-V/def2-TZVPD.

Element x y z (Å)
C: -1.253255 0.756164 1.214337
C: 0.445973 0.502650 -1.171933
N: -2.136819 1.410730 0.947246
N: -0.201116 -0.050473 1.422444
O: -0.596269 -1.833018 -0.471190
O: 1.679871 -1.342294 0.444085
S: 0.403184 -0.897592 -0.012662
Br: 1.488366 -0.270518 -2.579518
H: -0.692582 0.822408 -1.447008
H: 0.925480 1.420086 -0.640572
H: -0.062832 -0.518144 2.294770

Atoms 1-6, force components in eV/Å:
C 1.9 -2.1 1.0
C -1.7 1.7 1.1
N -2.0 1.7 -0.6
N 0.3 0.2 -2.0
O 1.0 0.9 0.3
O -0.1 0.2 -0.5

For the energy above the lowest of the compared OMol25 structures with the same formula, charge and spin, the calculation gives 0.000 eV. The value obtained for the HOMO energy is -10.97 eV. The value obtained for the total energy is -90073.3561 eV. The largest force on an atom is 3.1 eV/Å.

=====

# 3
Below is 2 unconnected molecules or ions with the total composition C3H12NO2 in a non-equilibrium geometry, with properties calculated with ωB97M-V/def2-TZVPD.

Element x y z (Å)
C: -0.392202 0.114163 0.011651
C: -0.596645 -1.363828 0.443332
C: -1.346638 -1.430190 1.790577
O: 0.641199 -1.994476 0.970555
N: 0.794959 0.402436 -0.913006
H: -0.322583 0.859802 0.860255
H: -1.112864 0.585035 -0.742889
H: -0.934883 -2.006839 -0.399493
H: -0.666568 -1.422631 2.621597
H: -2.048646 -0.612361 1.969321
H: -1.885074 -2.527399 2.014674
H: 1.360240 -2.328683 0.615192
H: 1.620833 0.246937 -0.241700
H: 0.856860 -0.344096 -1.661479
H: 0.810188 1.424923 -1.347821
H: 1.749337 3.385640 -2.465461
H: 0.454176 3.907776 -1.743613
O: 1.018311 3.103788 -1.781692

Atoms 1-6, force components in eV/Å:
C -1.0 2.4 -1.6
C 2.0 -1.1 1.0
C -2.7 -2.6 0.2
O -5.5 3.6 3.3
N 2.2 -0.9 1.1
H 0.1 -1.2 -0.8

For the energy above the lowest of the compared OMol25 structures with the same formula, charge and spin, the calculation gives 2.537 eV. The value obtained for the HOMO energy is -14.82 eV. The value obtained for the total energy is -8882.3373 eV. The largest force on an atom is 7.3 eV/Å. Its total charge is +1.

=====

# 4
Below is 2 unconnected molecules or ions with the total composition C3H6N2O in a non-equilibrium geometry, with properties calculated with ωB97M-V/def2-TZVPD.

Element x y z (Å)
C: -0.038538 -0.600380 0.585772
C: -0.484796 0.239861 1.574927
N: -1.686007 0.818551 1.208968
C: -1.917207 0.380915 -0.005525
N: -0.858428 -0.333427 -0.480054
H: 0.574107 -1.466031 0.762428
H: -0.033661 0.512300 2.514650
H: -2.821555 0.554510 -0.560829
H: -0.752522 -0.454555 -1.470352
H: 3.058727 0.697115 -1.714591
H: 2.645903 -0.449692 -0.846939
O: 2.313977 0.100833 -1.568455

Atoms 1-6, force components in eV/Å:
C 0.4 1.1 0.9
C -0.7 -0.1 -0.2
N 0.0 -0.2 -0.1
C 0.9 1.0 0.5
N -1.7 -1.0 -0.2
H 0.7 0.2 -0.8

For the energy above the lowest of the compared OMol25 structures with the same formula, charge and spin, the calculation gives 1.506 eV. Its SMILES is c1c[nH]cn1.O. The value obtained for the HOMO energy is -8.64 eV. The value obtained for the total energy is -8235.1930 eV. The largest force on an atom is 2.0 eV/Å.

=====

# 5
Below is 2 unconnected molecules or ions with the total composition C4H12 in a non-equilibrium geometry, with properties calculated with ωB97M-V/def2-TZVPD.

Element x y z (Å)
C: -1.547074 0.931474 -0.824205
C: -1.850532 1.547159 0.479194
H: -1.153165 -0.015638 -0.822698
H: -2.281276 0.988423 -1.598400
H: -0.666096 1.546888 -1.188319
H: -0.904213 1.900614 1.074656
H: -2.375600 0.932176 1.221886
H: -2.451105 2.460495 0.620694
C: 0.877484 -1.368582 -0.126180
C: 2.360742 -1.243194 0.327636
H: 0.467898 -0.378410 0.019091
H: 0.907163 -1.627354 -1.191296
H: 0.283481 -2.110025 0.388265
H: 2.861970 -0.350175 0.169257
H: 3.194769 -1.981273 0.055983
H: 2.275560 -1.232580 1.394441

Atoms 1-6, force components in eV/Å:
C 1.5 3.4 -1.5
C 0.5 1.2 4.2
H 0.4 -2.3 0.5
H -0.8 0.1 -0.2
H -0.9 -0.6 -0.2
H -1.3 -1.0 -1.2

For the energy above the lowest of the compared OMol25 structures with the same formula, charge and spin, the calculation gives 1.166 eV. Its SMILES is CC.CC. The value obtained for the HOMO energy is -11.33 eV. The value obtained for the total energy is -4341.3619 eV. The largest force on an atom is 4.4 eV/Å.